A 10-piece molecular cluster, C10H30F3N10O22P overall, computed with ωB97M-V with the def2-TZVPD basis set.

Last column: Mulliken charge in e.
Cartesian coordinates (Å):
P -1.37 -2.65 -1.76  1.014
F -4.42 -2.62 -1.18  -0.239
F -3.73 -0.84 -2.16  -0.218
F -4.76 -2.36 -3.27  -0.259
O -0.28 7.94 1.37  -0.514
O -4.46 3.74 -0.04  -0.551
O 5.40 -6.94 -5.51  -0.546
O 8.07 -4.07 -0.84  -0.518
O -9.56 6.01 4.84  -0.533
O -3.52 3.55 -1.97  -0.532
O 3.01 -4.70 -2.94  -0.518
O 7.48 -7.27 -5.98  -0.542
O -0.99 7.32 3.31  -0.482
O -1.55 -2.57 -0.31  -0.648
O -4.56 6.51 4.53  -0.577
O 0.11 3.59 1.65  -0.521
O -0.52 -1.47 -2.41  -0.178
O -3.20 4.86 4.27  -0.611
O 4.30 -9.64 -2.94  -0.518
O -0.64 -3.90 -2.40  -0.443
O 1.90 3.85 2.81  -0.577
O -2.73 -2.76 -2.64  -0.358
O 1.91 -3.98 -1.23  -0.728
O -8.29 4.86 3.53  -0.521
O 6.52 -3.98 0.66  -0.528
O 4.00 -7.59 -2.36  -0.405
N 6.57 -7.06 -5.20  0.901
N 7.30 -3.47 -0.12  0.884
N 0.69 3.89 2.67  0.925
N 3.76 -8.56 -3.06  0.789
N -4.25 3.15 -1.08  0.935
N 2.88 -4.52 -1.76  1.064
N -0.88 -0.18 -1.89  -0.399
N -8.58 5.32 4.62  0.887
N -0.64 8.16 2.51  0.855
N -3.96 5.71 3.84  1.023
C -0.12 4.34 3.83  -0.499
C 6.89 -6.94 -3.75  -0.582
C -3.90 -2.15 -2.30  0.870
C 3.97 -4.94 -0.83  -0.570
C 7.33 -1.98 -0.22  -0.726
C 2.77 -8.37 -4.14  -0.737
C -7.68 5.04 5.76  -0.677
C -0.64 9.58 2.94  -0.740
C -4.90 1.83 -1.25  -0.796
C -4.15 5.77 2.37  -0.853
H -4.52 4.80 2.05  0.368
H 3.14 -7.58 -4.78  0.293
H 8.33 -1.66 0.04  0.291
H 2.67 -9.31 -4.68  0.291
H -0.22 -0.01 -1.14  0.259
H 4.76 -5.40 -1.42  0.064
H -0.67 0.44 -2.67  0.227
H 4.31 -4.05 -0.32  0.328
H -1.31 10.12 2.28  0.288
H -6.86 4.42 5.41  0.291
H 7.96 -7.08 -3.62  0.298
H -1.16 4.34 3.55  0.212
H 1.83 -8.08 -3.68  0.291
H -5.97 1.97 -1.20  0.318
H 0.21 5.34 4.09  0.185
H 0.37 9.96 2.84  0.293
H -4.85 6.56 2.14  0.365
H 7.09 -1.72 -1.24  0.298
H 6.59 -1.58 0.48  0.313
H -4.56 1.19 -0.44  0.330
H -0.99 9.62 3.97  0.318
H 3.54 -5.65 -0.13  0.305
H -8.26 4.53 6.52  0.285
H 6.58 -5.95 -3.43  0.255
H -7.32 5.99 6.13  0.265
H 0.08 3.65 4.64  0.309
H -4.59 1.43 -2.21  0.288
H 6.32 -7.70 -3.24  0.190
H 0.12 -4.13 -1.83  0.421
H -3.18 5.95 1.93  0.256

Maximum force (eV/A): 0.704
Highest occupied orbital energy (eV): -10.45
HOMO-LUMO gap (eV): 10.06
Structure (SMILES): NO[P@](=O)(O)OC(F)(F)F.C[N+](=O)[O-].C[N+](=O)[O-].C[N+](=O)[O-].C[N+](=O)[O-].C[N+](=O)[O-].C[N+](=O)[O-].C[N+](=O)[O-].C[N+](=O)[O-].C[N+](=O)[O-]


C10H30FO5S5Tl as an isolated structure in a non-equilibrium geometry, computed with ωB97M-V with the def2-TZVPD basis set.

Last column: natural (NBO) charge in e.
Cartesian coordinates (Å):
Tl 2.10 -0.22 1.35  0.998
S -1.94 -5.92 4.03  1.210
S -1.28 -4.49 -3.16  1.257
S -3.76 2.44 3.22  1.253
S 5.73 0.17 -4.40  1.273
S 2.50 6.66 -0.14  1.264
F -0.51 1.28 -2.34  -0.402
O 4.73 -0.24 -3.32  -0.873
O -0.99 -4.75 3.67  -0.912
O 2.64 5.21 0.22  -0.854
O -0.50 -3.80 -2.01  -0.801
O -2.24 2.42 3.03  -0.854
C -2.92 -3.64 -2.90  -0.762
C -0.91 -7.43 4.29  -0.789
C 0.82 7.46 0.35  -0.781
C -0.67 -3.57 -4.56  -0.830
C -2.25 -5.76 5.83  -0.809
C -4.04 2.81 5.01  -0.818
C -4.41 0.69 3.17  -0.782
C 4.71 1.00 -5.71  -0.822
C 6.47 1.71 -3.80  -0.817
C 2.01 6.66 -1.90  -0.821
H 1.14 6.01 -1.96  0.250
H -4.50 0.37 2.13  0.255
H 0.41 -3.70 -4.50  0.270
H -2.72 -2.68 -2.45  0.264
H 5.88 2.62 -3.66  0.247
H -3.42 -3.73 -3.87  0.245
H 0.80 7.53 1.44  0.240
H -5.10 2.78 5.27  0.248
H -3.51 -4.14 -2.13  0.254
H 4.14 1.86 -5.37  0.244
H -3.55 2.05 5.62  0.242
H -5.35 0.75 3.72  0.244
H -0.84 -4.11 -5.49  0.256
H -2.77 -6.59 6.31  0.250
H -1.28 -5.65 6.30  0.239
H 5.36 1.44 -6.46  0.242
H 1.80 7.61 -2.39  0.256
H -1.03 -2.54 -4.59  0.267
H -3.57 3.70 5.44  0.271
H 2.88 6.35 -2.47  0.244
H -3.79 0.04 3.78  0.244
H 3.93 0.45 -6.23  0.259
H 6.79 1.47 -2.79  0.252
H -1.51 -8.21 4.76  0.243
H -0.06 -7.22 4.94  0.241
H 7.23 1.95 -4.55  0.245
H -2.78 -4.82 5.94  0.237
H 0.83 8.47 -0.05  0.245
H -0.61 -7.70 3.28  0.238
H -0.09 6.93 0.08  0.243

Maximum force (eV/A): 3.730
Highest occupied orbital energy (eV): -12.87
Charge: +2
HOMO-LUMO gap (eV): 1.59
Relative energy (zero: lowest compared OMol25 entry of this formula, charge and spin) (eV): 5.322


C10H30KO10 as an isolated structure in a non-equilibrium geometry, computed with ωB97M-V with the def2-TZVPD basis set.

Last column: natural (NBO) charge in e.
Cartesian coordinates (Å):
K -0.57 -0.63 -0.29  0.941
O 3.35 2.33 0.71  -0.761
O -3.21 1.13 2.71  -0.756
O -1.48 0.88 -2.14  -0.763
O 1.77 1.03 -1.14  -0.738
O 0.75 -2.56 -1.96  -0.765
O -1.18 1.81 0.96  -0.763
O -0.13 1.18 3.63  -0.746
O 3.17 -3.94 -3.17  -0.712
O -3.17 -1.77 -2.06  -0.720
O -0.96 -1.07 2.53  -0.773
C -3.43 -0.39 -2.28  -0.107
C 3.08 1.27 -1.45  -0.075
C -2.23 -1.12 3.16  -0.097
C 3.13 -3.50 -1.79  -0.115
C 3.94 1.35 -0.19  -0.096
C -3.25 -0.27 2.43  -0.088
C 0.50 2.15 2.81  -0.102
C -0.48 2.74 1.80  -0.100
C 2.22 -2.33 -1.77  -0.085
C -2.40 0.32 -3.12  -0.105
H 2.86 -4.29 -1.09  0.184
H 0.97 2.94 3.39  0.187
H -0.99 1.59 -2.56  0.485
H -2.82 1.17 -3.66  0.186
H -3.17 -0.47 1.36  0.156
H 1.34 1.89 -1.07  0.482
H -3.54 -2.15 -2.86  0.477
H -1.79 1.53 1.65  0.501
H 0.52 -3.49 -1.86  0.476
H 3.50 0.45 -2.02  0.177
H -1.19 3.25 2.46  0.178
H 2.43 -4.53 -3.32  0.464
H -4.21 -0.54 2.87  0.185
H -0.47 -0.32 2.88  0.501
H 2.44 -1.55 -2.50  0.200
H -0.06 3.51 1.15  0.195
H -4.41 -0.38 -2.76  0.183
H 3.58 2.32 1.64  0.487
H 1.33 1.72 2.25  0.169
H -2.00 -0.33 -3.90  0.189
H -2.34 -0.88 4.22  0.188
H -2.63 -2.13 3.04  0.190
H 0.31 1.10 4.48  0.498
H 4.89 1.84 -0.41  0.191
H 3.00 2.21 -1.99  0.174
H 4.12 0.32 0.10  0.172
H -3.56 0.19 -1.36  0.192
H 4.16 -3.16 -1.64  0.208
H -4.09 1.44 2.89  0.497
H 2.41 -1.85 -0.81  0.154

Maximum force (eV/A): 3.067
Highest occupied orbital energy (eV): -12.78
Charge: +1
HOMO-LUMO gap (eV): 10.57
Relative energy (zero: lowest compared OMol25 entry of this formula, charge and spin) (eV): 0.265


A 5-piece molecular cluster, C10H30O5 overall in a non-equilibrium geometry, computed with ωB97M-V with the def2-TZVPD basis set.

Last column: natural (NBO) charge in e.
Cartesian coordinates (Å):
O 0.86 -1.66 -2.10  -0.732
O 3.71 0.60 0.86  -0.698
O -1.47 6.16 -0.14  -0.735
O -3.21 0.68 6.93  -0.729
O 2.81 -2.60 -6.36  -0.715
C 3.89 -0.12 2.02  -0.068
C -0.56 -1.68 -1.89  -0.057
C -3.05 0.37 5.55  -0.055
C -4.45 0.60 4.84  -0.655
C 1.01 -4.18 -6.84  -0.644
C -0.69 4.02 -0.07  -0.626
C 2.41 -3.96 -6.35  -0.068
C -1.62 4.99 0.53  -0.053
C 3.14 0.35 3.29  -0.639
C -0.72 -1.60 -0.31  -0.642
H -0.93 -2.59 -2.36  0.166
H 3.19 -0.29 4.17  0.216
H -5.14 -0.22 5.04  0.207
H 0.23 -3.81 -6.17  0.205
H 0.81 -5.24 -6.93  0.214
H -2.72 -0.65 5.35  0.189
H 0.30 4.46 -0.16  0.201
H -1.01 -0.82 -2.39  0.160
H 0.69 -3.79 -7.81  0.207
H -3.26 1.63 7.06  0.468
H 3.34 1.39 3.54  0.205
H -4.27 0.73 3.77  0.201
H -5.17 1.34 5.17  0.215
H -1.73 -1.23 -0.15  0.204
H -0.17 -0.87 0.28  0.220
H 2.47 -4.40 -5.35  0.181
H -0.62 6.60 -0.16  0.478
H 2.75 -2.31 -7.28  0.463
H -1.38 5.17 1.58  0.144
H 3.03 0.11 0.37  0.474
H 1.01 -1.82 -3.04  0.466
H -2.43 1.18 5.16  0.158
H 2.15 0.41 2.86  0.196
H 3.75 -1.20 2.04  0.158
H 3.10 -4.53 -6.97  0.157
H 4.97 -0.10 2.18  0.156
H -0.49 3.14 0.55  0.205
H -1.11 3.68 -1.01  0.209
H -2.65 4.62 0.50  0.175
H -0.79 -2.55 0.21  0.214

Maximum force (eV/A): 4.191
Highest occupied orbital energy (eV): -10.04
HOMO-LUMO gap (eV): 10.46
Relative energy (zero: lowest compared OMol25 entry of this formula, charge and spin) (eV): 2.703
Structure (SMILES): CCO.CCO.CCO.CCO.CCO


C10H30O9PdS6 as an isolated structure in a non-equilibrium geometry, computed with ωB97M-V with the def2-TZVPD basis set.

Last column: natural (NBO) charge in e.
Cartesian coordinates (Å):
Pd -10.83 20.71 0.10  1.379
S -13.45 18.28 0.78  1.245
S -14.02 22.39 -0.24  1.252
S -10.05 23.99 -0.52  1.246
S -10.90 20.17 -3.41  1.236
S -11.20 21.26 3.65  1.278
S -8.57 19.12 0.25  2.588
O -9.79 18.91 -0.54  -1.083
O -12.67 21.83 0.11  -0.991
O -8.51 18.24 1.40  -1.023
O -8.79 20.57 0.57  -1.029
O -10.15 22.52 -0.81  -0.987
O -7.38 19.01 -0.59  -1.042
O -12.37 19.33 0.77  -0.996
O -11.09 21.61 2.18  -0.995
O -11.51 20.43 -2.05  -1.029
C -11.06 21.70 -4.35  -0.827
C -14.03 24.07 0.49  -0.818
C -8.81 24.57 -1.74  -0.817
C -9.10 20.32 -3.12  -0.813
C -8.98 24.10 0.94  -0.831
C -9.92 22.19 4.53  -0.839
C -13.86 22.98 -1.96  -0.811
C -12.66 16.66 0.49  -0.817
C -14.28 18.46 -0.84  -0.808
C -12.60 22.20 4.31  -0.821
H -13.71 17.87 -1.56  0.236
H -13.12 24.63 0.30  0.236
H -9.50 21.62 5.37  0.244
H -10.52 21.53 -5.29  0.229
H -14.21 23.90 1.55  0.232
H -15.28 18.03 -0.74  0.220
H -10.66 22.54 -3.78  0.227
H -14.84 23.38 -2.23  0.218
H -7.78 24.40 -1.40  0.240
H -13.54 21.96 3.82  0.242
H -12.58 22.08 5.39  0.230
H -13.66 22.18 -2.66  0.253
H -13.44 15.90 0.45  0.221
H -8.87 21.29 -2.70  0.233
H -8.32 24.97 0.89  0.226
H -9.62 24.15 1.81  0.236
H -12.41 23.26 4.13  0.219
H -10.34 23.05 5.06  0.218
H -8.86 23.97 -2.64  0.247
H -14.33 19.49 -1.17  0.245
H -8.96 25.64 -1.92  0.227
H -8.84 19.51 -2.44  0.315
H -9.09 22.47 3.89  0.264
H -12.07 16.68 -0.43  0.254
H -8.62 20.20 -4.09  0.211
H -13.14 23.79 -2.00  0.227
H -8.38 23.19 0.96  0.289
H -14.91 24.66 0.21  0.230
H -11.99 16.45 1.32  0.261
H -12.08 21.85 -4.70  0.224

Maximum force (eV/A): 3.340
Highest occupied orbital energy (spin up / spin down) (eV): -6.92 / -6.82
⟨S²⟩: 2.004
HOMO-LUMO gap (spin up / spin down) (eV): 6.91 / 6.81
Relative energy (zero: lowest compared OMol25 entry of this formula, charge and spin) (eV): 0.717
Spin multiplicity: 3


A 5-piece molecular cluster, C10H31NO5 overall in a non-equilibrium geometry, computed with ωB97M-V with the def2-TZVPD basis set.

Last column: natural (NBO) charge in e.
Cartesian coordinates (Å):
O 2.84 0.66 1.96  -0.731
O 1.48 -2.69 -0.19  -0.947
O 3.32 0.48 -2.77  -0.739
O -2.66 -0.15 1.71  -0.549
O -0.51 -0.21 -2.84  -0.727
N -1.56 -2.41 4.34  -0.848
C 1.67 1.89 3.69  -0.633
C -2.58 -3.00 2.21  -0.611
C -1.23 1.94 -3.98  -0.654
C -3.56 1.02 1.67  -0.264
C 3.20 0.43 -5.32  -0.636
C -1.34 0.92 -2.88  -0.073
C 1.76 1.55 2.20  -0.061
C -1.72 -1.98 3.00  -0.062
C 4.07 0.40 -3.98  -0.061
C -2.45 -0.61 3.04  -0.064
H 2.47 -0.09 1.49  0.479
H 1.73 2.49 1.65  0.153
H 0.78 2.53 3.77  0.202
H 4.82 -0.36 -4.16  0.162
H -0.78 -1.90 2.46  0.172
H 2.59 1.33 -5.37  0.206
H -1.67 1.67 -4.94  0.215
H -2.54 -2.80 1.14  0.221
H -3.56 -3.14 2.65  0.210
H -1.29 -1.57 4.84  0.355
H -2.29 0.38 -2.86  0.177
H -3.52 1.35 0.63  0.193
H 4.69 1.29 -3.87  0.155
H -2.12 -3.98 2.37  0.198
H 0.89 1.04 1.77  0.160
H 3.88 0.47 -1.99  0.484
H -1.34 1.33 -1.87  0.159
H -0.23 2.36 -4.12  0.211
H 3.70 0.28 -6.28  0.223
H -1.81 2.84 -3.73  0.222
H -0.94 -3.17 4.57  0.372
H 1.29 -3.62 -0.10  0.468
H 0.94 -2.40 -0.93  0.479
H 2.43 2.63 3.91  0.215
H -1.97 0.23 3.54  0.159
H -4.61 0.74 1.79  0.178
H 1.56 0.99 4.30  0.214
H -3.41 -0.63 3.57  0.168
H 0.35 0.00 -3.20  0.468
H 2.46 -0.36 -5.21  0.208
H -3.25 1.85 2.30  0.174

Maximum force (eV/A): 2.437
Highest occupied orbital energy (eV): -9.11
HOMO-LUMO gap (eV): 9.72
Relative energy (zero: lowest compared OMol25 entry of this formula, charge and spin) (eV): 1.447
Structure (SMILES): COC[C@H](C)N.CCO.CCO.CCO.O


- What is the maximum force in the fifth record?
  3.340 eV/A


- Which formula does entry 4 have?
  C10H30O5


- Number 6 is which compound?
  C10H31NO5